[1]
ORCA calculation (ωB97M-V/def2-TZVPD) on a cluster of 2 separate species, C9H9N3 in total in a non-equilibrium geometry.

Last column: Mulliken charge in e.
Cartesian coordinates (Å):
C: -0.02 3.33 -1.20  -1.094
C: 0.41 2.03 -0.43  0.603
C: 1.16 1.69 0.71  -0.801
C: 1.00 0.40 1.13  -0.223
C: -0.02 -0.43 0.44  0.563
C: -0.13 -1.77 0.82  1.060
C: -0.58 -2.73 -0.21  -0.566
C: -1.08 -2.12 -1.38  -0.454
C: -0.54 -0.01 -0.77  -0.120
H: 0.88 3.92 -1.15  0.338
H: -0.99 3.97 -0.83  0.199
H: -0.40 3.02 -2.15  0.348
H: 1.67 2.36 1.27  0.548
H: 1.92 0.29 1.97  0.141
H: -0.19 -1.78 3.00  0.247
H: 0.10 -3.57 1.71  0.327
H: -0.21 -3.95 -0.13  0.015
H: -1.46 -2.76 -2.09  0.467
N: -0.04 -2.20 2.06  -0.569
N: -1.20 -0.83 -1.67  -0.712
N: -0.29 1.15 -1.10  -0.316

Values from the calculation:
- E_tot: -13943.266 eV
- Largest force on an atom: 6.34 eV/Å
- Lowest unoccupied orbital energy: 0.00252 hartree
- Highest occupied orbital energy: -7.99 eV
- HOMO-LUMO gap: 0.29631 hartree
- Energy relative to the best compared isomer or geometry (same formula, charge and spin): 654.29 kJ/mol

=====

[2]
ORCA calculation (ωB97M-V/def2-TZVPD) on a cluster of 2 separate species, C9H9N3O in total in a non-equilibrium geometry.

Last column: Mulliken charge in e.
Cartesian coordinates (Å):
C: 1.73 -1.79 -0.61  -0.364
C: 2.05 -1.44 0.66  -0.345
C: 1.23 -0.76 -1.49  -0.455
C: 1.90 -0.11 1.16  -0.130
C: 1.14 0.53 -1.04  -0.166
C: -2.78 -0.72 -0.15  -0.362
C: -1.94 -1.00 0.86  -0.299
C: 1.53 0.90 0.27  0.311
C: -2.35 1.13 1.00  -0.445
N: -3.04 0.59 -0.03  0.115
N: 1.32 3.06 -0.05  -0.656
N: 1.36 2.13 0.78  -0.137
O: -1.69 0.13 1.52  -0.001
H: 1.84 -2.83 -1.03  0.344
H: 2.39 -2.30 1.36  0.234
H: 0.73 -0.96 -2.50  0.281
H: 1.99 -0.01 2.28  0.335
H: 0.79 1.32 -1.65  0.490
H: -3.32 -1.26 -0.85  0.491
H: -1.39 -1.92 1.17  0.389
H: -3.60 1.00 -0.70  0.116
H: 1.24 3.94 0.49  0.253

Values from the calculation:
- E_tot: -15992.458 eV
- Largest force on an atom: 4.11 eV/Å
- Lowest unoccupied orbital energy: -0.00101 hartree
- Highest occupied orbital energy: -8.83 eV
- HOMO-LUMO gap: 0.32336 hartree
- Energy relative to the best compared isomer or geometry (same formula, charge and spin): 394.71 kJ/mol

=====

[3]
ORCA calculation (ωB97M-V/def2-TZVPD) on a cluster of 2 separate species, C9H9N3O2 in total in a non-equilibrium geometry.

Last column: Mulliken charge in e.
Cartesian coordinates (Å):
C: -2.56 1.27 -0.27  -0.165
C: -1.69 0.51 0.35  -0.457
C: -2.30 -0.64 0.93  -0.280
C: -3.57 -1.13 0.59  -0.212
C: -4.30 -0.34 -0.33  -0.291
C: 4.04 -0.39 0.04  0.433
C: 3.05 -1.32 -0.52  -0.550
C: 1.81 -0.91 -0.77  -0.036
C: 2.24 1.37 0.06  0.326
H: -2.11 2.30 -0.69  0.256
H: -0.63 0.91 0.58  0.691
H: -2.02 -1.24 1.92  0.232
H: -3.87 -2.13 0.97  0.325
H: -5.29 -0.57 -0.76  0.363
H: 4.19 1.49 0.85  0.246
H: 3.33 -2.37 -0.59  0.340
H: 1.08 -1.62 -1.14  0.412
H: 0.54 0.74 -0.79  0.334
N: -3.86 0.92 -0.69  -0.523
N: 3.51 0.90 0.36  -0.089
N: 1.43 0.39 -0.56  -0.180
O: 5.21 -0.63 0.21  -0.581
O: 1.77 2.48 0.25  -0.594

Values from the calculation:
- SMILES: O=c1cc[nH]c(=O)[nH]1.c1ccncc1
- E_tot: -18043.423 eV
- Largest force on an atom: 6.45 eV/Å
- Lowest unoccupied orbital energy: 0.01136 hartree
- Highest occupied orbital energy: -9.67 eV
- HOMO-LUMO gap: 0.36665 hartree
- Energy relative to the best compared isomer or geometry (same formula, charge and spin): 224.96 kJ/mol

=====

[4]
ORCA calculation (ωB97M-V/def2-TZVPD) on a cluster of 2 separate species, C9H9N3O2 in total in a non-equilibrium geometry.

Last column: Mulliken charge in e.
Cartesian coordinates (Å):
C: 3.45 1.16 1.49  0.533
C: 2.60 1.03 0.17  -0.445
C: 1.37 0.55 0.24  0.208
C: 1.55 0.03 2.57  0.266
C: -3.28 -2.03 -2.87  -0.003
C: -4.44 -1.33 -2.39  -0.247
C: -4.35 0.07 -2.08  -0.386
C: -2.90 0.51 -1.86  -0.479
C: -1.94 -0.41 -2.30  0.114
H: 3.15 0.91 3.49  0.218
H: 3.21 1.15 -0.88  0.229
H: 0.63 0.43 -0.59  0.149
H: -0.21 0.09 1.63  0.306
H: -3.54 -3.03 -3.37  0.279
H: -5.49 -1.88 -2.45  0.234
H: -5.17 0.75 -1.71  0.333
H: -2.71 1.57 -1.60  0.350
H: -0.80 -0.16 -2.49  0.327
N: 2.74 0.82 2.59  -0.091
N: 0.91 0.02 1.45  -0.109
N: -2.06 -1.61 -2.81  -0.522
O: 4.59 1.72 1.61  -0.637
O: 1.34 -0.72 3.59  -0.628

Values from the calculation:
- SMILES: O=c1cc[nH]c(=O)[nH]1.c1ccncc1
- E_tot: -18041.727 eV
- Largest force on an atom: 7.71 eV/Å
- Lowest unoccupied orbital energy: 0.00282 hartree
- Highest occupied orbital energy: -9.86 eV
- HOMO-LUMO gap: 0.36516 hartree
- Energy relative to the best compared isomer or geometry (same formula, charge and spin): 388.56 kJ/mol

=====

[5]
ORCA calculation (ωB97M-V/def2-TZVPD) on a structure of composition C9H9N3O2S in a non-equilibrium geometry.

Last column: Mulliken charge in e.
Cartesian coordinates (Å):
C: 2.00 -3.59 -2.31  0.052
C: -0.06 -2.26 -2.27  -0.842
C: 2.17 -1.23 -1.82  -0.626
C: -0.58 -1.00 -1.91  0.056
C: 1.57 0.08 -1.56  -0.462
C: 1.34 -2.34 -2.19  0.631
C: 0.20 0.05 -1.53  -0.307
C: -0.62 -0.63 1.15  -0.080
C: -0.29 1.27 1.01  -0.416
N: 2.44 -4.65 -2.49  -0.478
N: 0.30 -1.39 1.08  -0.385
N: -1.02 1.93 1.89  -0.476
O: -2.15 1.25 -0.84  -0.664
O: -0.16 2.74 -1.17  -0.725
S: -0.73 1.45 -0.78  1.282
H: -0.65 -3.09 -2.46  0.541
H: 3.27 -1.16 -1.97  0.362
H: -1.63 -0.93 -1.95  0.514
H: 2.26 0.91 -1.45  0.474
H: -1.75 -0.58 1.25  0.300
H: 0.79 1.38 1.27  0.498
H: 0.08 -2.43 1.27  0.272
H: -2.06 2.06 1.80  0.241
H: -0.63 2.79 2.31  0.240

Values from the calculation:
- E_tot: -28875.464 eV
- Largest force on an atom: 6.92 eV/Å
- Lowest unoccupied orbital energy: -0.01563 hartree
- Highest occupied orbital energy: -8.42 eV
- HOMO-LUMO gap: 0.29390 hartree
- Energy relative to the best compared isomer or geometry (same formula, charge and spin): 348.33 kJ/mol

=====

[6]
ORCA calculation (ωB97M-V/def2-TZVPD) on the molecule C9H9NO in a non-equilibrium geometry.

Last column: Mulliken charge in e.
Cartesian coordinates (Å):
C: -1.71 1.70 -0.35  -0.491
C: -0.72 0.95 -1.06  -0.323
C: -1.96 1.44 0.93  -0.752
C: 1.29 -1.83 0.27  -0.779
C: 0.59 -1.34 1.33  -0.518
C: 0.01 0.02 -0.38  -0.229
C: -1.12 0.47 1.78  -0.606
C: 2.13 -0.60 -1.94  -0.685
C: 1.07 -0.94 -0.91  1.414
N: -0.24 -0.31 0.94  0.038
O: 1.09 -1.52 -2.22  -0.505
H: -2.22 2.44 -0.84  0.480
H: -0.66 1.20 -2.11  0.384
H: -2.63 2.06 1.39  0.404
H: 1.96 -2.64 0.06  0.386
H: 0.47 -1.60 2.33  0.486
H: -0.62 1.11 2.55  0.302
H: -1.77 -0.03 2.42  0.440
H: 2.04 0.51 -2.40  0.207
H: 3.02 -1.09 -1.79  0.344

Values from the calculation:
- SMILES: C1=CCN2C=C[C@]3(CO3)C2=C1
- E_tot: -13012.763 eV
- Largest force on an atom: 4.55 eV/Å
- Lowest unoccupied orbital energy: 0.02367 hartree
- Highest occupied orbital energy: -7.02 eV
- HOMO-LUMO gap: 0.28149 hartree
- Energy relative to the best compared isomer or geometry (same formula, charge and spin): 426.73 kJ/mol

=====

[7]
ORCA calculation (ωB97M-V/def2-TZVPD) on the molecule C9H9NO in a non-equilibrium geometry.

Last column: Mulliken charge in e.
Cartesian coordinates (Å):
C: 0.23 -1.37 2.47  -0.316
C: -1.13 -1.33 2.16  -0.362
C: 1.23 -1.01 1.54  -0.470
C: -1.48 -0.98 0.84  -0.791
C: 0.88 -0.60 0.25  0.714
C: -0.50 -0.59 -0.06  0.396
C: -0.81 2.59 -1.43  -0.650
C: 0.28 1.84 -1.76  -0.213
C: 0.32 0.35 -1.91  0.157
N: 1.67 -0.15 -0.80  -0.664
O: -0.70 -0.36 -1.41  -0.430
H: 0.50 -1.88 3.46  0.263
H: -1.96 -1.64 2.90  0.277
H: 2.27 -1.36 1.82  0.244
H: -2.50 -0.70 0.58  0.315
H: -0.70 3.67 -1.35  0.279
H: -1.84 2.14 -1.31  0.225
H: 1.35 2.19 -1.93  0.269
H: 0.66 0.12 -2.85  0.495
H: 2.22 -0.94 -1.21  0.262

Values from the calculation:
- SMILES: C=C[C@H]1Nc2ccccc2O1
- E_tot: -13013.745 eV
- Largest force on an atom: 5.11 eV/Å
- Lowest unoccupied orbital energy: 0.03299 hartree
- Highest occupied orbital energy: -8.17 eV
- HOMO-LUMO gap: 0.33337 hartree
- Energy relative to the best compared isomer or geometry (same formula, charge and spin): 331.96 kJ/mol

=====

[8]
ORCA calculation (ωB97M-V/def2-TZVPD) on the molecule C9H9NOS in a non-equilibrium geometry.

Last column: Mulliken charge in e.
Cartesian coordinates (Å):
C: -3.47 -0.35 -0.22  -0.646
C: -2.87 0.78 0.34  -0.295
C: -2.53 -1.39 -0.48  -0.573
C: -1.53 0.89 0.54  -0.290
C: -1.25 -1.43 -0.10  -0.381
C: -0.69 -0.18 0.35  0.958
C: 3.01 1.27 -0.34  -0.380
C: 1.85 1.74 -0.59  -0.269
C: 3.29 -0.05 0.38  -0.479
N: 0.65 -0.12 0.68  -0.452
O: 1.88 -1.95 -0.84  -0.600
S: 1.83 -1.19 0.47  0.389
H: -4.57 -0.38 -0.34  0.362
H: -3.55 1.66 0.48  0.270
H: -2.88 -2.23 -0.95  0.427
H: -1.25 1.94 0.77  0.281
H: -0.57 -2.35 -0.13  0.215
H: 4.00 1.62 -0.59  0.331
H: 0.87 2.07 -0.65  0.436
H: 4.10 -0.61 -0.20  0.364
H: 3.69 0.25 1.42  0.331

Values from the calculation:
- E_tot: -23845.561 eV
- Largest force on an atom: 3.32 eV/Å
- Lowest unoccupied orbital energy (spin up / spin down): -0.00808 / -0.05989 hartree
- Highest occupied orbital energy (spin up / spin down): -8.10 / -7.99 eV
- HOMO-LUMO gap (spin up / spin down): 0.28963 / 0.23362 hartree
- Energy relative to the best compared isomer or geometry (same formula, charge and spin): 589.17 kJ/mol